Computed, not measured: a structure of composition C2H8N2O2S2 in a non-equilibrium geometry, with ωB97M-V with the def2-TZVPD basis set.

Element x y z (Å)
C1 0.047 1.029 -0.810
C2 1.033 0.052 -0.334
N1 0.698 -1.366 -0.553
N2 1.048 0.124 1.159
O1 -2.964 1.232 -0.344
O2 -1.723 0.257 1.561
S1 -2.435 -1.525 -0.693
S2 -2.010 0.231 -0.045
H1 0.068 1.199 -1.829
H2 0.095 1.921 -0.143
H3 2.033 0.227 -0.775
H4 1.637 -1.928 -0.675
H5 0.190 -1.514 -1.334
H6 1.494 -0.733 1.445
H7 1.625 0.850 1.482
H8 -0.837 -0.056 1.889

Properties
Electronic energy in eV: -30946.62768
HOMO (alpha / beta) in hartree: -0.32259 / -0.32257
ΔE to the lowest compared entry with this formula, charge and spin in kJ/mol: 146.7
Largest force on an atom in eV/Å: 5.32
Orbital gap (alpha / beta) in eV: 8.49 / 8.49
Spin multiplicity: 1

Computed, not measured: a cluster of 2 separate species, C5H14O in total, with ωB97M-V with the def2-TZVPD basis set.

Element x y z (Å)
C1 0.394 -0.034 -4.400
C2 1.453 -0.608 -3.473
C3 2.224 -1.791 -4.066
H1 0.094 0.960 -4.067
H2 -0.500 -0.645 -4.500
H3 0.762 -0.003 -5.434
H4 1.029 -0.975 -2.545
H5 2.161 0.182 -3.204
H6 2.013 -2.722 -3.538
H7 2.022 -2.001 -5.122
H8 3.298 -1.651 -3.898
C4 -1.053 0.183 3.028
C5 -0.968 0.715 4.445
O1 -2.007 1.666 4.709
H9 -0.505 -0.730 2.822
H10 -2.083 -0.039 2.745
H11 -0.661 0.969 2.388
H12 -0.043 1.277 4.604
H13 -0.981 -0.037 5.209
H14 -2.851 1.314 4.415

Properties
Electronic energy in eV: -7458.91264
HOMO in hartree: -0.37988
ΔE to the lowest compared entry with this formula, charge and spin in kJ/mol: 84.2
Largest force on an atom in eV/Å: 0.86
Structure (SMILES): CCC.CCO
Orbital gap in eV: 11.29
Spin multiplicity: 1